# 1
Entry from OMol25: a single C3H2N2O2 molecule in a non-equilibrium geometry (ωB97M-V/def2-TZVPD).

Structure (XYZ):
```
9
Properties=species:S:1:pos:R:3:forces:R:3
N 1.77504 -0.16051 1.34960 -1.0 0.1 -0.8
C 0.86894 -0.31382 0.50047 -1.6 1.3 0.4
O -0.44259 0.49547 0.60937 1.5 -0.8 -0.3
C -1.34584 0.64619 -0.43725 0.2 -0.3 -0.8
O -1.29243 0.12079 -1.50559 -0.5 0.8 0.3
C 0.83722 -1.19218 -0.64251 -1.0 0.2 -0.6
N 0.28388 -1.50989 -1.61097 1.8 -1.1 0.6
H 1.50826 0.57313 2.00900 0.1 -0.1 0.1
H -2.19247 1.34083 -0.27211 0.6 -0.1 1.1
```
Forces are in eV/Å.

Computed properties:
ΔE to the lowest compared entry with this formula, charge and spin	210.8	kJ/mol
SMILES	[H]/N=C(/C#N)OC=O
spin multiplicity	1


# 2
Entry from OMol25: a single C19H25N5O3 molecule in a non-equilibrium geometry (ωB97M-V/def2-TZVPD).

Structure (XYZ):
```
52
Properties=species:S:1:pos:R:3:forces:R:3
C -2.99708 -4.28570 0.02320 0.2 0.0 0.2
C -1.83930 -3.67760 0.80637 -0.2 0.2 -0.1
C -1.48937 -2.25882 0.36014 0.2 -0.2 -0.1
C -0.92185 -2.20165 -1.06062 -0.2 -0.2 0.2
N -0.48418 -0.86776 -1.41751 -0.2 0.3 -0.2
C 0.73068 -0.44241 -0.99506 0.3 0.3 -0.1
N 1.73030 -1.24863 -0.65290 0.2 -0.4 0.1
C 2.76059 -0.41889 -0.38091 -0.7 1.2 -0.2
C 2.39872 0.90634 -0.55095 0.5 -0.6 0.2
C 3.28623 1.98837 -0.31325 -0.3 -0.3 -0.1
O 3.04375 3.18089 -0.42175 -0.1 0.2 0.0
N 4.54642 1.52465 0.09273 0.2 0.2 0.0
C 4.94841 0.21064 0.26352 0.0 -0.2 0.0
O 6.07707 -0.06001 0.61866 0.3 0.0 0.1
N 4.01089 -0.77173 0.01732 0.0 0.0 0.0
C 4.35944 -2.16580 0.17335 0.1 -0.3 0.1
H 5.40162 -2.21446 0.48239 -0.1 0.0 0.0
H 3.71791 -2.62299 0.92658 0.0 0.0 0.0
H 4.21815 -2.68696 -0.77326 0.0 0.0 0.0
C 5.56777 2.52060 0.36886 0.2 0.2 0.1
H 5.12354 3.49827 0.19624 0.1 -0.1 0.0
H 5.90401 2.43065 1.40152 0.0 0.0 -0.1
H 6.42219 2.36756 -0.28987 0.0 0.0 0.1
N 1.07207 0.87074 -0.95833 0.0 -0.3 0.0
C 0.22708 2.01255 -1.21257 -0.2 0.3 -0.1
C -0.99630 1.97975 -0.33146 -0.2 0.1 0.0
C -2.26362 2.09586 -0.87399 0.0 0.1 0.0
C -3.39830 2.04374 -0.06161 0.1 0.0 0.0
C -3.24630 1.85334 1.30689 -0.4 0.0 -0.1
C -1.97438 1.73232 1.84442 0.2 0.0 -0.1
C -0.85396 1.79647 1.04117 0.0 0.0 0.1
H 0.13265 1.70906 1.46982 0.1 0.0 0.1
H -1.86489 1.58886 2.90885 0.0 0.0 0.1
H -4.10208 1.80184 1.96069 -0.1 0.0 0.0
O -4.58790 2.17430 -0.70781 0.4 0.0 -0.1
C -5.77188 2.18092 0.05330 -0.2 0.0 0.1
H -5.77649 2.99856 0.78073 0.0 0.0 0.0
H -6.57958 2.33044 -0.66119 0.0 0.0 0.1
H -5.92172 1.22927 0.57350 0.0 0.0 0.0
H -2.40448 2.24306 -1.93434 0.0 0.0 -0.2
H -0.06166 2.03404 -2.26953 0.0 0.0 0.1
H 0.83299 2.89879 -0.99742 -0.1 -0.1 -0.1
H -1.20948 -0.16237 -1.39472 0.1 -0.1 0.0
H -0.05070 -2.85288 -1.13973 -0.1 -0.1 -0.1
H -1.67370 -2.50625 -1.79117 0.1 -0.1 0.0
H -2.37738 -1.62286 0.42212 0.0 0.1 0.0
H -0.73733 -1.84804 1.03792 0.0 0.1 0.0
H -2.10512 -3.65050 1.86547 0.1 -0.1 0.0
H -0.95668 -4.31139 0.70269 0.1 0.0 0.1
H -2.73069 -4.43107 -1.02010 -0.1 0.0 -0.1
H -3.87120 -3.63974 0.07089 -0.1 0.1 0.0
H -3.26491 -5.25338 0.44073 -0.1 -0.1 0.0
```
Forces are in eV/Å.

Computed properties:
ΔE to the lowest compared entry with this formula, charge and spin	10.9	kJ/mol
SMILES	CCCCNc1nc2c(c(=O)n(C)c(=O)n2C)n1Cc1cccc(OC)c1
spin multiplicity	1


# 3
Entry from OMol25: 6 unconnected molecules or ions with the total composition C29H47F6O23P in a non-equilibrium geometry (ωB97M-V/def2-TZVPD).

Structure (XYZ):
```
106
Properties=species:S:1:pos:R:3:forces:R:3
C -2.98558 -3.67354 -2.29215 1.1 0.2 0.9
P -1.84877 -3.70541 -3.74601 -1.4 -0.3 -1.8
O -1.25174 -2.12365 -3.83747 0.5 -1.0 1.0
C -0.33062 -4.75880 -3.44198 -0.4 0.7 0.1
O -0.63736 -6.13013 -3.78610 -1.1 0.2 1.0
C -0.32477 -6.86011 -2.66421 2.8 4.2 -2.4
O -0.88421 -7.73883 -2.22414 -1.8 -4.0 1.6
O 0.82200 -6.20786 -2.17143 -0.4 -0.3 1.2
C 0.28540 -4.87125 -2.00104 0.8 -2.4 -0.9
O -0.63948 -5.06369 -0.97518 0.6 1.9 -0.1
C 1.56537 -4.03277 -1.77355 -2.5 -0.8 2.4
O 2.15994 -3.70435 -2.70603 2.1 1.3 -3.0
C 2.17212 -3.57700 -0.39173 0.6 -0.6 -0.7
F 1.95182 -2.25374 -0.27489 -0.8 0.4 0.5
F 3.49549 -3.67115 -0.57539 0.3 -0.4 -0.3
C 1.88436 -4.42872 0.87019 0.3 -0.1 0.2
F 1.80605 -5.69829 0.48260 -0.5 -0.6 -0.7
F 2.97278 -4.39337 1.63715 0.4 0.8 0.6
C 0.65287 -4.10350 1.76838 -0.6 0.2 1.2
F 1.04642 -4.11828 3.04902 0.6 0.4 0.5
F -0.24587 -5.07523 1.69853 -0.5 -0.6 -0.7
C -0.08020 -2.77095 1.54784 2.1 1.5 1.1
O -1.10650 -2.64933 1.01230 -2.5 -0.7 -2.0
O 0.54341 -1.69027 2.08436 1.1 -0.7 0.2
H -2.59547 -2.93753 -1.56804 -0.4 -0.1 -0.1
H -4.01704 -3.44715 -2.56986 0.3 0.2 -0.3
H -2.99171 -4.64350 -1.77704 0.1 0.1 -0.3
H -0.36157 -2.16264 -4.21977 -0.2 0.3 0.0
H 0.34548 -4.47397 -4.25749 0.4 0.5 0.7
H -0.80547 -4.20250 -0.55025 -0.6 -0.3 0.0
H 0.74918 -1.05341 1.38437 -0.4 0.1 0.2
C -3.61268 3.21867 -4.08068 0.1 0.1 0.3
C -4.01720 1.76014 -4.02945 -0.2 0.3 -0.4
O -3.27616 1.04531 -3.02706 -0.1 -0.2 0.0
C -3.67801 1.21934 -1.76865 0.2 0.1 -0.1
O -4.59834 1.90482 -1.40150 0.1 -0.1 0.0
O -2.86283 0.51019 -0.97697 -0.1 0.0 -0.1
C -3.12092 0.67719 0.41740 0.0 0.0 0.4
H -2.53221 3.31168 -4.20469 0.0 0.0 -0.1
H -4.10938 3.72422 -4.90919 0.0 -0.1 0.0
H -3.87612 3.73322 -3.15638 -0.1 0.0 0.0
H -3.78007 1.28116 -4.97826 0.1 -0.2 0.1
H -5.08976 1.64753 -3.86887 0.1 0.0 0.2
H -4.16651 0.48577 0.65215 0.0 0.1 -0.1
H -2.83933 1.68266 0.72872 -0.1 0.0 0.0
H -2.50853 -0.04218 0.95680 0.1 -0.1 -0.2
C -3.10780 1.27501 -11.04571 0.1 0.1 0.2
C -3.51425 -0.18160 -10.95881 -0.2 0.3 -0.4
O -2.77625 -0.87119 -9.94068 -0.1 -0.1 0.1
C -3.18819 -0.65714 -8.68855 0.1 0.1 -0.1
O -4.11359 0.03911 -8.35380 0.1 -0.1 0.0
O -2.38404 -1.33638 -7.86702 -0.2 0.0 -0.1
C -2.65889 -1.12686 -6.47958 0.1 -0.1 0.3
H -2.02769 1.36337 -11.17472 0.0 -0.1 -0.1
H -3.60565 1.76184 -11.88498 0.0 0.0 0.0
H -3.36871 1.81154 -10.13351 -0.1 0.0 0.0
H -3.27919 -0.68516 -11.89585 0.1 -0.2 0.2
H -4.58632 -0.29047 -10.79144 0.1 0.0 0.2
H -3.70640 -1.31700 -6.24931 0.0 0.1 -0.1
H -2.38176 -0.11153 -6.19453 -0.1 0.0 0.0
H -2.04978 -1.81913 -5.90834 0.0 0.0 -0.3
C -1.69142 4.42738 6.08911 0.1 -0.1 -0.2
C -3.06189 5.07165 6.06007 0.2 -0.2 0.4
O -3.35936 5.61171 4.76411 -0.2 0.0 -0.1
C -3.73142 4.71995 3.84372 0.2 0.1 0.0
O -3.84821 3.53204 4.01027 0.0 0.1 0.0
O -3.93334 5.37114 2.69422 -0.1 -0.1 0.1
C -4.25065 4.51717 1.59424 -0.1 -0.1 -0.3
H -0.93063 5.12770 5.73948 0.0 0.1 0.1
H -1.43778 4.10687 7.09998 0.0 0.0 0.0
H -1.65136 3.55718 5.43390 -0.1 0.0 0.1
H -3.08748 5.91310 6.75173 -0.1 0.1 -0.2
H -3.84048 4.37375 6.36986 0.0 0.0 -0.2
H -5.08875 3.86308 1.82710 0.1 -0.1 0.1
H -3.37566 3.93113 1.31475 -0.1 -0.1 0.1
H -4.52812 5.14922 0.75447 0.1 0.2 0.2
C 6.84403 -2.85739 -0.26418 0.3 0.1 0.0
C 5.72796 -2.27653 0.57906 0.1 -0.2 -0.4
O 6.22386 -1.79085 1.83664 -0.1 0.2 0.1
C 6.84051 -0.60833 1.79269 0.1 -0.2 0.0
O 6.99905 0.07597 0.81401 -0.1 0.0 0.1
O 7.26769 -0.31933 3.02668 -0.1 0.0 -0.1
C 8.02776 0.88692 3.11272 0.2 0.2 0.1
H 7.39088 -3.61689 0.29723 -0.1 -0.1 0.0
H 6.44241 -3.30826 -1.17252 0.0 0.0 0.0
H 7.56230 -2.08913 -0.55069 -0.1 0.0 0.0
H 5.01096 -3.05219 0.81722 0.1 0.1 0.4
H 5.19225 -1.48775 0.04870 0.1 0.1 0.1
H 7.48780 1.72566 2.67680 0.0 -0.1 -0.1
H 8.99119 0.75754 2.62010 -0.1 0.1 -0.1
H 8.19635 1.08811 4.16786 -0.1 -0.2 0.0
C 3.92446 1.27576 8.44200 0.0 0.2 0.2
C 3.10897 1.65782 7.22425 0.3 -0.4 0.0
O 2.10396 2.62880 7.55033 -0.1 0.2 -0.1
C 2.53948 3.88395 7.68152 0.0 -0.2 0.1
O 3.67376 4.26255 7.54037 -0.1 0.0 0.0
O 1.49508 4.64866 8.01804 0.1 0.0 -0.1
C 1.83319 6.01114 8.28174 -0.1 0.3 0.1
H 3.27076 0.94996 9.25288 0.0 -0.1 -0.1
H 4.61778 0.46953 8.20040 0.0 0.0 0.0
H 4.49985 2.12409 8.81253 0.0 0.0 -0.1
H 2.57536 0.78461 6.85060 -0.2 0.2 0.0
H 3.74207 2.02277 6.41478 0.0 0.2 0.1
H 2.39097 6.44672 7.45459 0.1 -0.1 0.1
H 2.40535 6.08216 9.20647 0.1 0.0 -0.1
H 0.90075 6.55761 8.40261 -0.1 -0.2 0.0
```
Forces are in eV/Å.

Computed properties:
SMILES	CP(O)[C@@H]1OC(=O)O[C@@]1(O)C(=O)C(F)(F)C(F)(F)C(F)(F)C(=O)O.CCOC(=O)OC.CCOC(=O)OC.CCOC(=O)OC.CCOC(=O)OC.CCOC(=O)OC
spin multiplicity	1


| no. | orbital gap (eV) | E_tot (Eh) |
| --- | --- | --- |
| 1 | 10.4 | -375.4313 |
| 2 | 8.2 | -1238.5892 |
| 3 | 7.8 | -3804.2893 |